*one*
The following is a quantum chemistry calculation of the molecule C5H8O2S, from the OMol25 dataset.

Properties
HOMO-LUMO gap = 9.97 eV

Geometry (Å):
C 0.4056 0.8636 0.6045
C -0.5503 0.2530 -0.3815
C 0.2843 -0.9631 -0.6900
C 0.7086 -1.5917 0.6314
C 1.4331 -0.2358 0.6152
H 1.5930 1.7088 -0.6659
H -0.0199 1.2986 1.5461
H -0.4309 0.9635 -1.1748
H -1.9502 -0.8840 1.0163
H -0.1195 -1.5783 -1.4567
H 1.4645 -2.3254 0.4167
H 0.0431 -1.8445 1.3975
H 2.3119 -0.1465 1.2118
O 1.0189 2.0041 -0.0159
O 1.5939 -0.4759 -0.8416
S -2.3427 0.0391 -0.0068

***

*two*
The following is a quantum chemistry calculation of the molecule C5H8O2S, from the OMol25 dataset.

Properties
HOMO-LUMO gap = 9.53 eV

Geometry (Å):
C 1.0372 1.2262 1.3303
C 0.6449 -0.4474 -0.3372
C 1.4327 -1.4309 -0.8918
C -0.8568 -0.6072 -0.3057
C -1.5780 0.5041 -1.1763
H 1.9584 1.9941 1.4682
H 0.8387 0.4805 2.1850
H 0.1367 2.0156 1.1948
H 1.0294 -2.2977 -1.4419
H 2.5856 -1.4571 -0.6069
H -0.9886 -1.6540 -0.8169
H -2.2216 0.3327 1.2820
H -1.3514 0.4780 -2.3513
O 1.4693 0.5640 0.1068
O -2.3279 1.3585 -0.7909
S -1.8086 -1.0595 1.1518

***

The winner here is *one*, beating the second structure by 1.084 eV.

***

*one*
The following is a quantum chemistry calculation of a cluster of 2 separate species, C2H4ClN2 in total, from the OMol25 dataset.

Properties
HOMO-LUMO gap (alpha / beta) = 6.59 / 6.59 eV
Charge = +1

Geometry (Å):
C -0.7885 0.9842 1.5436
C 0.0996 -0.2030 -0.4205
N -0.3487 0.3858 0.5432
N 0.2888 -0.6209 -1.6569
Cl 2.1252 -1.4549 0.5356
H -1.3178 0.4129 2.3445
H -0.6840 2.1575 1.5628
H 1.1037 -0.6360 -2.2630
H -0.4784 -1.0256 -2.1893

***

*two*
The following is a quantum chemistry calculation of the ion C2H4ClN2 with charge +1, from the OMol25 dataset.

Properties
HOMO-LUMO gap = 10.23 eV
Charge = +1

Geometry (Å):
C -1.3597 -0.1695 0.0031
C 1.1072 0.6624 -0.1519
N -0.0986 -0.0293 0.0452
N -0.5765 -1.4459 -0.1025
Cl -2.8302 0.4566 0.0451
H 1.7350 0.5937 0.7419
H 1.6438 0.2018 -0.9842
H 0.8963 1.7093 -0.3691
H -0.5173 -1.9790 0.7724

***

The winner here is *two*, beating the second structure by 0.524 eV.

***

*one*
The following is a quantum chemistry calculation of a cluster of 2 separate species, CH3O3S in total, from the OMol25 dataset.

Properties
HOMO-LUMO gap = 4.66 eV
Charge = -1

Geometry (Å):
C -1.1662 1.6828 1.4397
O 0.2532 -1.4995 -1.6849
O 2.4601 -2.0524 -0.5706
O -2.3468 1.9950 1.6452
S 1.7732 -0.9337 -1.2933
H -0.3466 2.2502 1.7323
H -1.0283 0.9107 0.6712
H 0.4015 -2.3532 -1.9397

***

*two*
The following is a quantum chemistry calculation of a cluster of 2 separate species, CH3O3S in total, from the OMol25 dataset.

Properties
HOMO-LUMO gap (alpha / beta) = 8.57 / 6.63 eV
Charge = -1

Geometry (Å):
C -0.3848 0.6535 -0.2368
O -2.2963 -2.0665 -1.1519
O -0.8715 -3.9171 -0.2227
O -2.8073 -2.9108 0.9762
S -1.7077 -2.7313 0.0237
H -0.1616 1.6622 0.0677
H -1.4545 0.3989 -0.5775
H -0.0510 -0.0746 0.4646

***

*three*
The following is a quantum chemistry calculation of the ion CH3O3S with charge -1, from the OMol25 dataset.

Properties
HOMO-LUMO gap = 8.99 eV
Charge = -1

Geometry (Å):
C -0.6897 0.1849 0.5893
O 1.1524 1.0909 -0.7896
O 1.6431 -1.0633 0.3337
O 0.0845 -0.9855 -1.5916
S 0.6909 -0.2705 -0.5185
H -1.2395 -0.7183 1.0016
H -0.4126 1.0464 1.2830
H -1.2291 0.7155 -0.3080

***

*four*
The following is a quantum chemistry calculation of a structure of composition CH3O3S, from the OMol25 dataset.

Properties
HOMO-LUMO gap (alpha / beta) = 7.45 / 7.45 eV
Charge = -1

Geometry (Å):
C 1.1540 0.4187 -0.2919
O -1.7589 -0.6421 -0.7392
O -2.2098 -0.4092 1.6272
O 1.8854 -0.4270 0.3034
S -1.2466 -0.7601 0.5991
H 0.6602 -0.1593 -1.2316
H 1.4904 1.4499 -0.6947
H 0.0254 0.5290 0.4277

***

The winner here is *three*, beating the second structure by 2.602 eV.

***

*one*
The following is a quantum chemistry calculation of the molecule C5H7Br, from the OMol25 dataset.

Properties
HOMO-LUMO gap = 10.52 eV

Geometry (Å):
C -0.7420 -0.0386 0.1392
C -1.8491 0.0113 0.8891
C 0.2445 1.1008 -0.2090
C 0.2408 -1.1561 -0.2088
C 1.1912 -0.0197 -0.7594
Br 3.0242 -0.0078 0.1705
H -2.5100 -0.8522 1.1181
H -2.1109 0.9974 1.3297
H 0.0084 1.7430 -0.9843
H 0.5810 1.7426 0.6410
H 0.4823 -1.6480 0.7754
H 0.1118 -1.8642 -1.0134
H 1.3279 -0.0085 -1.8883

***

*two*
The following is a quantum chemistry calculation of the molecule C5H7Br, from the OMol25 dataset.

Properties
HOMO-LUMO gap = 9.47 eV

Geometry (Å):
C -0.5528 -0.8239 -0.1650
C -1.9467 -1.1024 -0.5055
C 0.7827 -1.1878 0.2270
C 0.2851 0.2949 0.5400
C 0.9709 1.5515 -0.2042
Br -3.2773 0.1348 -0.0848
H -2.2724 -2.0729 -0.8048
H 0.9145 -1.9294 1.0430
H 1.5769 -1.2992 -0.5384
H -0.0090 0.6772 1.5208
H 1.6084 2.1947 0.4655
H 0.1787 2.2659 -0.5112
H 1.7409 1.2967 -0.9823

***

The winner here is *one*, beating the second structure by 1.189 eV.

***

*one*
The following is a quantum chemistry calculation of a cluster of 2 separate species, C2H12N4 in total, from the OMol25 dataset.

Properties
HOMO-LUMO gap = 9.82 eV

Geometry (Å):
N -2.2109 -1.2218 -0.8279
C -1.4844 -1.6138 0.4175
N -1.2737 -0.5890 1.4518
H -1.5919 -1.2352 -1.6303
H -2.5424 -0.2685 -0.7648
H -2.0175 -2.3614 1.0414
H -0.5291 -1.9967 0.1116
H -2.1096 -0.3594 2.0035
H -0.8997 0.2975 1.7741
N 1.9658 1.5633 -1.3449
C 2.0821 0.7502 -0.0962
N 0.8777 0.8990 0.6738
H 1.1234 1.3242 -1.8467
H 2.7659 1.6972 -1.9372
H 2.1624 -0.2687 -0.4754
H 2.9775 0.9702 0.4668
H 0.0620 0.5192 0.2273
H 0.6424 1.8936 0.7556

***

*two*
The following is a quantum chemistry calculation of a cluster of 4 separate species, C2H12N4 in total, from the OMol25 dataset.

Properties
HOMO-LUMO gap (alpha / beta) = 5.36 / 5.26 eV

Geometry (Å):
C -1.3655 0.1371 -0.2882
N -0.7319 -0.9017 -0.9175
N -1.7080 1.1704 -1.1465
N -2.4132 -0.2328 0.5252
H 0.0904 0.6953 0.1557
H -1.0630 -1.8500 -0.7999
H -1.7012 2.0813 -0.6905
H -3.1894 0.4063 0.6270
H 0.3127 -0.7663 -0.8194
H -1.2145 1.1850 -2.0314
H -2.2647 -0.9563 1.2173
C 2.5087 -0.5976 0.7125
N 1.4604 0.2318 0.1056
H 1.9141 0.7828 -0.6268
H 1.0182 1.0657 1.3231
H 3.3150 0.0105 1.1372
H 2.0739 -1.1801 1.5284
H 2.9580 -1.2814 -0.0118

***

The winner here is *one*, beating the second structure by 4.534 eV.

***

*one*
The following is a quantum chemistry calculation of the ion CH2NO2S with charge -1, from the OMol25 dataset.

Properties
HOMO-LUMO gap = 6.95 eV
Charge = -1

Geometry (Å):
C 0.9088 0.1065 0.3251
N -1.9731 -0.7794 -1.3912
O 1.4991 0.1644 1.3674
O -0.5552 0.3851 0.5139
S -1.9682 -0.1679 -0.1084
H 1.1278 1.1526 -0.4666
H 0.9608 -0.8614 -0.2402

***

*two*
The following is a quantum chemistry calculation of a cluster of 2 separate species, CH2NO2S in total, from the OMol25 dataset.

Properties
HOMO-LUMO gap (alpha / beta) = 4.30 / 4.30 eV
Charge = -1

Geometry (Å):
C -3.0007 -0.2997 0.0369
N 0.5730 -0.4110 0.3563
O -3.6149 -1.3041 0.0313
O 0.0356 -1.6302 -0.0618
S -2.2497 1.0634 -0.0333
H 0.5083 -0.1705 1.5065
H 0.0529 0.2837 -0.1412

***

The winner here is *one*, beating the second structure by 0.178 eV.